Record 1
Computed, not measured: a single C4H8Si molecule at a distorted geometry, with ωB97M-V/def2-TZVPD.

Energy above the lowest of the compared OMol25 structures with the same formula, charge and spin, eV: 0.000
Kohn-Sham gap (alpha / beta), Eh: 0.2485 / 0.3062
Multiplicity: 3
Total energy, eV: -12149.7309
Max |F|, eV Å⁻¹: 3.4

```
13
Properties=species:S:1:pos:R:3:forces:R:3
C 0.050 -1.233 0.554 0.1 0.8 -0.9
C -0.796 -0.404 1.171 -0.2 0.2 0.4
C 0.741 -0.785 -0.711 0.4 -0.3 0.8
C 0.773 0.689 -0.933 3.1 -0.6 -1.5
Si -1.188 1.270 0.585 -0.5 0.5 -0.8
H 0.346 -2.167 0.974 0.0 -0.7 0.2
H -1.248 -0.681 2.118 0.2 -0.1 0.1
H 1.800 -1.007 -0.585 0.5 -0.1 0.4
H 0.576 -1.397 -1.580 -1.0 -0.2 -0.5
H 1.696 1.119 -0.444 -1.6 0.2 0.3
H 0.872 0.959 -1.988 -0.7 0.2 0.1
H -1.943 1.455 -0.727 0.6 -0.1 0.5
H -1.678 2.180 1.567 -0.9 0.4 0.9
```
Forces are in eV/Å.

=====

Record 2
Computed, not measured: 2 unconnected molecules or ions with the total composition C4H9BO at a distorted geometry, with ωB97M-V/def2-TZVPD.

Energy above the lowest of the compared OMol25 structures with the same formula, charge and spin, eV: 2.752
Kohn-Sham gap, Eh: 0.3359
Total energy, eV: -7015.7479
Max |F|, eV Å⁻¹: 5.8

```
15
Properties=species:S:1:pos:R:3:forces:R:3
B -0.575 -0.444 -0.296 -2.7 1.4 1.8
C 1.702 0.304 0.799 -0.6 -0.1 0.6
C 2.089 -0.185 -0.550 -3.4 -0.4 2.2
C 0.679 0.414 -0.339 0.8 0.4 -0.1
C -2.487 0.579 0.219 5.1 0.3 2.8
O -0.501 -1.788 -0.299 1.3 0.8 -0.3
H 1.271 -0.391 1.541 1.1 0.2 -0.2
H 2.226 1.197 1.216 -0.8 -0.8 -0.5
H 2.615 0.423 -1.137 2.5 2.2 -2.0
H 1.994 -1.169 -0.845 0.5 -2.1 -0.1
H 0.529 1.370 -0.775 0.0 0.9 -0.1
H -2.957 0.303 -0.594 -2.8 -1.0 -4.2
H -2.429 1.705 0.336 0.2 -1.6 0.0
H -2.902 0.021 1.061 0.2 0.4 0.1
H -1.253 -2.339 -0.339 -1.5 -0.6 0.2
```
Forces are in eV/Å.

=====

Record 3
Computed, not measured: a single C4H9BO molecule at a distorted geometry, with ωB97M-V/def2-TZVPD.

Energy above the lowest of the compared OMol25 structures with the same formula, charge and spin, eV: 1.139
Kohn-Sham gap, Eh: 0.3611
Total energy, eV: -7017.3612
SMILES: CB1CCCO1
Max |F|, eV Å⁻¹: 5.0

```
15
Properties=species:S:1:pos:R:3:forces:R:3
C -2.377 -0.399 0.082 0.3 -0.1 0.2
B -0.863 -0.102 0.054 3.0 -3.1 -0.2
C 0.124 1.084 -0.124 0.2 -0.1 0.2
C 1.496 0.558 0.336 0.0 -0.3 -0.1
C 1.555 -0.880 -0.184 0.4 0.2 -0.1
O 0.342 -1.512 0.068 -3.8 3.2 0.1
H -2.612 -1.326 0.597 0.0 -0.1 0.1
H -2.717 -0.521 -0.945 0.0 0.0 -0.2
H -2.955 0.413 0.520 0.0 0.1 0.0
H 0.185 1.295 -1.198 -0.1 0.0 -0.1
H -0.127 2.022 0.369 -0.3 0.0 0.0
H 2.331 1.158 -0.028 0.0 0.1 0.0
H 1.518 0.540 1.429 0.1 0.0 0.0
H 1.750 -0.870 -1.271 0.1 0.1 0.1
H 2.351 -1.459 0.297 0.1 0.1 0.0
```
Forces are in eV/Å.

=====

Record 4
Computed, not measured: a single C4H9BO2 molecule at a distorted geometry, with ωB97M-V/def2-TZVPD.

Energy above the lowest of the compared OMol25 structures with the same formula, charge and spin, eV: 3.113
Kohn-Sham gap, Eh: 0.3821
Total energy, eV: -9064.4564
SMILES: COC(=O)B(C)C
Max |F|, eV Å⁻¹: 3.1

```
16
Properties=species:S:1:pos:R:3:forces:R:3
C 2.903 -0.348 -0.501 -2.6 -0.2 1.2
O 1.430 -0.321 -0.411 0.0 -1.2 0.0
C 0.740 -0.015 0.722 0.3 1.4 -0.8
O 1.228 0.539 1.679 0.0 -0.8 0.0
B -0.779 -0.149 0.220 -0.4 0.7 1.2
C -1.344 -1.593 0.246 -0.7 1.7 -0.1
C -1.427 1.269 -0.135 2.2 0.6 2.1
H 3.112 -1.276 -0.996 0.5 -0.4 0.0
H 3.244 -0.239 0.526 0.6 0.1 -0.3
H 3.005 0.471 -1.140 1.4 1.3 -0.8
H -2.273 -1.813 -0.208 -1.1 0.0 -0.5
H -1.305 -2.108 1.162 0.2 -0.4 1.5
H -0.586 -2.028 -0.307 1.7 -1.5 -1.5
H -0.836 2.080 0.456 -0.8 -1.3 -1.0
H -2.421 1.379 0.215 -1.2 -0.2 0.1
H -1.371 1.576 -1.147 0.0 0.1 -1.2
```
Forces are in eV/Å.

=====

Record 5
Computed, not measured: 2 unconnected molecules or ions with the total composition C4H9BrN at a distorted geometry, with ωB97M-V/def2-TZVPD.

Energy above the lowest of the compared OMol25 structures with the same formula, charge and spin, eV: 3.152
Kohn-Sham gap (alpha / beta), Eh: 0.3049 / 0.3216
Charge: +1
Total energy, eV: -75815.0957
Max |F|, eV Å⁻¹: 1.2

```
15
Properties=species:S:1:pos:R:3:forces:R:3
C 2.477 -2.247 0.239 0.5 -0.6 -0.1
C 1.965 -1.063 0.323 -0.6 0.3 0.1
C -1.943 0.201 -0.927 -0.2 0.1 -0.3
C -1.329 0.446 0.381 -0.1 -0.9 0.0
N -0.553 1.641 0.556 1.1 0.6 -0.1
Br 2.502 0.657 -0.031 0.4 0.2 -0.1
H 3.490 -2.463 -0.097 0.0 0.2 0.0
H 1.902 -3.117 0.520 -0.2 -0.1 0.1
H -2.226 -0.843 -1.030 0.0 0.0 0.0
H -2.851 0.798 -1.058 -0.1 0.0 0.0
H -1.278 0.468 -1.755 0.1 -0.1 0.0
H -1.168 -0.331 1.106 0.1 0.1 0.2
H -0.578 1.979 1.526 0.0 0.0 -0.2
H -0.905 2.377 -0.070 0.1 0.0 0.3
H 0.496 1.496 0.319 -1.1 0.1 0.2
```
Forces are in eV/Å.

=====

Record 6
Computed, not measured: 2 unconnected molecules or ions with the total composition C4H9BrN2O2 at a distorted geometry, with ωB97M-V/def2-TZVPD.

Energy above the lowest of the compared OMol25 structures with the same formula, charge and spin, eV: 0.937
Kohn-Sham gap (alpha / beta), Eh: 0.2795 / 0.2794
Total energy, eV: -81405.7399
Max |F|, eV Å⁻¹: 5.2

```
18
Properties=species:S:1:pos:R:3:forces:R:3
C -2.026 0.374 -0.291 -0.8 4.5 2.6
C 1.388 -0.199 1.710 -0.1 2.3 -0.1
C -0.812 1.074 -0.771 1.5 -1.9 -1.5
C 0.919 -0.462 -0.765 -0.6 3.8 0.8
N 1.650 -0.070 0.309 3.4 1.7 -1.3
N 0.030 -1.528 -0.792 -0.4 -0.4 -1.9
O -0.275 -1.943 -1.894 0.2 -0.2 -1.7
O -0.516 -1.938 0.177 -0.5 -0.7 3.5
Br -0.039 2.473 0.210 -0.1 0.1 0.1
H -1.942 -0.120 0.687 -0.1 0.3 -0.3
H -2.289 -0.277 -1.008 -1.1 -2.6 -2.5
H -2.881 1.204 -0.274 1.4 -1.8 0.3
H 0.341 -0.216 1.822 -1.2 -0.3 0.7
H 1.875 -0.979 2.223 0.5 -1.3 0.3
H 1.738 0.751 2.147 -0.2 -0.4 0.1
H -0.859 1.303 -1.854 0.2 0.1 0.8
H 1.392 -0.233 -1.698 -0.2 -0.3 -0.4
H 2.307 0.785 0.062 -2.0 -2.8 0.6
```
Forces are in eV/Å.

=====

Record 7
Computed, not measured: a gas-phase ion, C4H9BrNO (charge +1) at a distorted geometry, with ωB97M-V/def2-TZVPD.

Energy above the lowest of the compared OMol25 structures with the same formula, charge and spin, eV: 0.912
Kohn-Sham gap, Eh: 0.3814
Charge: +1
Total energy, eV: -77865.5096
SMILES: C=CC[C@]([NH3+])(O)Br
Max |F|, eV Å⁻¹: 5.1

```
16
Properties=species:S:1:pos:R:3:forces:R:3
C 2.217 -0.499 -0.217 1.5 -0.7 -1.4
C 1.196 -0.736 0.547 -0.4 -0.2 3.4
C -0.190 -1.081 0.225 -0.1 -0.4 -1.9
C -1.106 0.081 0.242 -3.0 2.4 -1.6
N -0.552 1.210 -0.890 -5.0 0.6 -0.2
O -1.159 0.823 1.321 2.0 -0.3 2.1
Br -3.115 -0.213 -0.254 1.8 -0.2 -0.1
H 3.103 -0.230 0.322 0.6 0.1 -0.2
H 2.336 -0.818 -1.262 -0.4 0.8 0.2
H 1.414 -0.756 1.636 -0.3 0.7 -0.7
H -0.618 -1.857 0.800 -0.4 -0.7 1.1
H -0.175 -1.490 -0.775 -0.4 -0.1 -0.6
H -0.976 1.058 -1.851 0.6 0.3 1.4
H -0.818 2.193 -0.501 0.9 -2.2 -1.0
H 0.385 1.008 -0.914 3.5 0.1 -0.1
H -1.942 1.309 1.570 -0.8 -0.1 -0.3
```
Forces are in eV/Å.

=====

Record 8
Computed, not measured: a gas-phase ion, C4H9BrNS (charge +1) at a distorted geometry, with ωB97M-V/def2-TZVPD.

Energy above the lowest of the compared OMol25 structures with the same formula, charge and spin, eV: 1.068
Kohn-Sham gap, Eh: 0.3516
Charge: +1
Total energy, eV: -86653.2131
SMILES: C[C@H]1C[NH2+][C@H](Br)S1
Max |F|, eV Å⁻¹: 3.9

```
16
Properties=species:S:1:pos:R:3:forces:R:3
C 1.903 0.689 0.189 1.0 -1.1 -2.3
C 0.636 0.738 -0.660 -0.3 0.2 2.7
C -0.006 -0.599 -0.910 -1.9 2.5 1.9
N -0.669 -1.037 0.408 -0.7 2.4 0.6
C -1.673 0.037 0.802 -0.1 3.1 -2.4
Br -3.348 -0.327 -0.082 0.4 0.1 0.1
S -0.684 1.775 0.095 -1.5 -2.7 1.2
H 1.707 0.264 1.110 -0.8 -0.8 2.2
H 2.520 1.559 0.411 -0.5 0.3 -0.6
H 2.530 -0.104 -0.287 0.1 0.8 0.1
H 0.671 1.240 -1.553 1.0 0.9 -2.5
H -0.906 -0.383 -1.457 -0.2 -0.3 -0.9
H 0.564 -1.325 -1.357 1.5 -2.0 -0.6
H -1.152 -1.886 0.215 -0.4 -1.2 0.4
H -0.139 -1.000 1.261 1.4 -1.1 0.2
H -1.952 0.359 1.816 1.0 -1.3 0.0
```
Forces are in eV/Å.

=====

Record 9
Computed, not measured: a single C4H9BrO2 molecule at a distorted geometry, with ωB97M-V/def2-TZVPD.

Energy above the lowest of the compared OMol25 structures with the same formula, charge and spin, eV: 5.577
Kohn-Sham gap, Eh: 0.3373
Total energy, eV: -78426.0973
SMILES: CC(C)(C)OOBr
Max |F|, eV Å⁻¹: 3.4

```
16
Properties=species:S:1:pos:R:3:forces:R:3
C 0.209 -1.264 0.272 -1.3 0.9 -0.4
C 0.258 0.256 0.284 -2.6 0.2 -1.2
C -1.221 0.719 0.672 -0.2 -1.0 -0.3
C 0.753 1.040 -0.957 0.3 -0.3 1.7
O 0.845 0.682 1.467 2.7 -0.4 1.9
O 2.285 0.055 1.616 -1.2 0.9 -1.0
Br 2.665 -0.836 3.154 -0.8 0.3 -0.2
H 1.153 -1.638 0.018 1.5 -0.8 -0.2
H 0.015 -1.349 1.368 -0.3 -1.4 -1.1
H -0.522 -1.658 -0.527 0.7 0.5 1.8
H -1.828 0.936 -0.322 1.0 -0.7 2.3
H -1.106 1.623 1.281 -0.4 0.1 -0.4
H -1.598 -0.109 1.426 0.1 1.7 -1.9
H 0.619 0.579 -1.896 -0.3 -1.1 -0.9
H 0.179 1.965 -1.049 0.7 0.3 0.4
H 1.828 1.108 -0.780 0.0 0.8 -0.4
```
Forces are in eV/Å.

=====

Record 10
Computed, not measured: a molecular structure, C4H9CdNaO4 at a distorted geometry, with ωB97M-V/def2-TZVPD.

Kohn-Sham gap, Eh: 0.2098
Total energy, eV: -21459.4145
Max |F|, eV Å⁻¹: 5.1

```
19
Properties=species:S:1:pos:R:3:forces:R:3
O 0.225 -2.214 -1.253 3.7 -1.1 2.8
Cd -0.527 -1.163 -2.639 1.0 0.0 -0.8
O -1.464 0.474 -2.959 -1.3 1.5 -1.6
C -1.528 1.258 -1.857 0.2 0.4 0.9
O -0.879 0.705 -0.704 -1.0 -0.4 -0.3
C 0.564 0.452 -0.814 1.0 0.7 1.1
C 0.934 0.463 0.656 0.2 0.4 -0.6
O 0.364 -0.670 1.309 -0.2 -1.0 0.1
C 0.608 -0.742 2.693 -0.1 0.2 0.0
Na -1.443 -1.500 0.139 0.7 0.2 0.1
H -2.581 1.361 -1.523 0.3 0.3 -0.1
H -1.041 2.244 -2.027 -0.4 -0.2 -0.1
H 1.029 1.359 -1.246 -0.1 -0.2 0.0
H 1.256 -1.445 -0.827 -4.5 -1.4 -2.0
H 0.472 1.333 1.164 0.5 0.1 0.0
H 2.034 0.406 0.725 -0.2 0.3 0.3
H 0.196 -1.692 3.054 0.1 0.2 -0.1
H 1.689 -0.722 2.910 -0.3 0.1 0.0
H 0.092 0.091 3.199 0.3 -0.2 0.1
```
Forces are in eV/Å.

=====

Record 11
Computed, not measured: a molecular structure, C4H9CdO3 at a distorted geometry, with ωB97M-V/def2-TZVPD.

Energy above the lowest of the compared OMol25 structures with the same formula, charge and spin, eV: 0.000
Kohn-Sham gap (alpha / beta), Eh: 0.2519 / 0.3341
Multiplicity: 2
Total energy, eV: -14996.3661
Max |F|, eV Å⁻¹: 5.1

```
17
Properties=species:S:1:pos:R:3:forces:R:3
H 1.196 0.049 1.819 0.8 0.0 -0.9
C -1.020 -2.005 0.342 -0.2 -0.3 0.2
O -1.027 -0.673 -0.176 -1.3 -0.2 -0.1
C -2.165 0.059 0.036 -0.1 -0.2 2.3
C -2.115 1.336 0.436 -0.8 0.1 -1.5
H -0.018 -2.402 0.151 -0.3 0.1 0.0
H -1.191 -1.988 1.426 0.0 0.1 -0.2
H -1.799 -2.603 -0.149 0.2 0.1 0.1
H -3.060 -0.555 0.169 0.2 0.1 0.0
H 0.615 1.871 0.799 1.2 -0.8 -0.7
H -1.386 2.016 -0.006 0.4 -0.2 0.9
H -3.016 1.789 0.847 0.1 -0.1 -0.5
O 1.283 1.392 0.231 -0.9 2.5 1.7
C 1.891 0.254 0.924 0.2 -0.4 1.4
O 1.992 -0.718 0.006 1.6 -1.0 2.3
Cd 0.695 -0.003 -1.294 -0.9 0.4 -5.0
H 2.873 0.604 1.296 -0.3 -0.1 0.0
```
Forces are in eV/Å.

=====

Record 12
Computed, not measured: a molecular structure, C4H9Cl7HgO at a distorted geometry, with ωB97M-V/def2-TZVPD.

Energy above the lowest of the compared OMol25 structures with the same formula, charge and spin, eV: 1.288
Kohn-Sham gap, Eh: 0.2967
Total energy, eV: -98170.9715
Max |F|, eV Å⁻¹: 2.7

```
22
Properties=species:S:1:pos:R:3:forces:R:3
Hg -0.036 0.511 -1.548 0.8 -0.1 -1.4
C 2.820 -0.385 -0.506 -2.1 1.4 1.1
O 1.698 -0.901 -1.209 -0.9 0.6 -1.0
H 3.845 -0.474 -0.866 -0.3 -0.4 -0.8
H 2.551 0.659 -0.349 1.1 0.4 0.0
H 2.775 -0.743 0.522 0.3 -0.6 0.2
Cl -1.866 2.059 -2.515 1.5 -1.3 0.9
C 0.377 4.023 0.899 -0.5 0.8 0.1
Cl 0.949 2.736 -0.160 0.8 0.7 0.1
Cl -0.710 3.408 2.097 -0.6 -0.5 0.9
H 1.192 4.512 1.431 0.1 -0.2 -0.5
H -0.230 4.737 0.342 0.5 -0.1 -0.3
C -2.543 -3.114 -1.964 -0.3 0.2 -0.7
Cl -1.809 -1.572 -1.528 -0.2 -0.4 0.6
Cl -2.818 -3.043 -3.711 -0.3 -0.4 -0.2
H -1.888 -3.966 -1.783 -0.1 0.3 0.3
H -3.499 -3.112 -1.440 0.2 -0.4 -0.1
C -0.011 -1.037 2.541 -0.4 -0.4 0.5
Cl -1.201 -2.356 2.794 0.5 0.2 0.2
Cl -0.515 -0.133 1.129 -0.1 0.4 0.4
H -0.063 -0.340 3.378 0.0 -0.3 0.0
H 0.984 -1.471 2.445 -0.2 0.1 -0.3
```
Forces are in eV/Å.

=====

Copy entry 6 word for word.
Computed, not measured: 2 unconnected molecules or ions with the total composition C4H9BrN2O2 at a distorted geometry, with ωB97M-V/def2-TZVPD.

Energy above the lowest of the compared OMol25 structures with the same formula, charge and spin, eV: 0.937
Kohn-Sham gap (alpha / beta), Eh: 0.2795 / 0.2794
Total energy, eV: -81405.7399
Max |F|, eV Å⁻¹: 5.2

```
18
Properties=species:S:1:pos:R:3:forces:R:3
C -2.026 0.374 -0.291 -0.8 4.5 2.6
C 1.388 -0.199 1.710 -0.1 2.3 -0.1
C -0.812 1.074 -0.771 1.5 -1.9 -1.5
C 0.919 -0.462 -0.765 -0.6 3.8 0.8
N 1.650 -0.070 0.309 3.4 1.7 -1.3
N 0.030 -1.528 -0.792 -0.4 -0.4 -1.9
O -0.275 -1.943 -1.894 0.2 -0.2 -1.7
O -0.516 -1.938 0.177 -0.5 -0.7 3.5
Br -0.039 2.473 0.210 -0.1 0.1 0.1
H -1.942 -0.120 0.687 -0.1 0.3 -0.3
H -2.289 -0.277 -1.008 -1.1 -2.6 -2.5
H -2.881 1.204 -0.274 1.4 -1.8 0.3
H 0.341 -0.216 1.822 -1.2 -0.3 0.7
H 1.875 -0.979 2.223 0.5 -1.3 0.3
H 1.738 0.751 2.147 -0.2 -0.4 0.1
H -0.859 1.303 -1.854 0.2 0.1 0.8
H 1.392 -0.233 -1.698 -0.2 -0.3 -0.4
H 2.307 0.785 0.062 -2.0 -2.8 0.6
```
Forces are in eV/Å.